1.
DFT (ωB97M-V with the def2-TZVPD basis set) results for a cluster of 2 separate species, C4H6INO3S in total.

Properties
orbital gap (spin up / spin down): 7.16 / 7.16 eV
LUMO (spin up / spin down): -0.315 / -0.314 eV
multiplicity: 1
highest occupied orbital energy (spin up / spin down): -7.47 / -7.48 eV

Bonds (Å) are listed after each position.
CARTESIAN COORDINATES (ANGSTROEM)
1 C 0.44224 0.68903 -0.53286  C3 1.398, O6 1.368, O7 1.227
2 C 2.08093 -1.92856 -0.44655  N5 1.335, H11 1.095, H12 1.101
3 C 0.50753 -0.27719 0.47508  C1 1.398, N5 1.386, H13 1.039
4 C -2.13091 1.69931 1.08982  O8 1.191, S9 1.721, H14 1.134
5 N 1.17634 -1.49016 0.43137  C2 1.335, C3 1.386, H16 1.042
6 O 1.14122 0.36975 -1.66524  C1 1.368, H15 0.950
7 O -0.20042 1.71998 -0.35969  C1 1.227
8 O -1.74223 0.89496 1.87752  C4 1.191
9 S -3.10593 1.51683 -0.31597  C4 1.721, I10 2.324
10 I -3.17366 -0.80542 -0.37208  S9 2.324
11 H 2.30196 -2.99253 -0.58144  C2 1.095
12 H 2.67166 -1.25987 -1.09188  C2 1.101
13 H -0.05816 0.00895 1.29805  C3 1.039
14 H -1.92651 2.80478 1.24003  C4 1.134
15 H 1.21901 1.09379 -2.27493  O6 0.950
16 H 0.79692 -2.04365 1.22877  N5 1.042

***

2.
DFT (ωB97M-V with the def2-TZVPD basis set) results for the molecule C4H6INS.

Properties
orbital gap: 8.40 eV
LUMO: -0.167 eV
multiplicity: 1
highest occupied orbital energy: -8.57 eV
SMILES: C[C@@H]1C=N[C@H](I)S1

Bonds (Å) are listed after each position.
CARTESIAN COORDINATES (ANGSTROEM)
1 C 0.31752 0.54989 -1.01666  C2 1.496, N5 1.224, H8 1.152
2 C 0.79845 -0.44686 -0.00951  C1 1.496, C4 1.533, S6 1.742, H9 1.049
3 C -1.65462 -0.53834 -0.97845  N5 1.340, S6 2.150, I7 2.217, H10 1.064
4 C 0.97735 0.37610 1.27191  C2 1.533, H11 1.157, H12 1.105, H13 1.020
5 N -0.84563 0.44952 -1.38352  C1 1.224, C3 1.340
6 S -0.30521 -1.78742 0.13525  C2 1.742, C3 2.150
7 I -3.21675 0.31026 0.34681  C3 2.217
8 H 1.10464 1.31491 -1.36669  C1 1.152
9 H 1.74872 -0.88537 -0.08723  C2 1.049
10 H -2.01682 -1.27858 -1.65166  C3 1.064
11 H 0.04389 0.82904 1.78417  C4 1.157
12 H 1.54311 1.29015 1.01449  C4 1.105
13 H 1.50536 -0.18328 1.94109  C4 1.020

***

Number 1 is which compound? C4H6INO3S